Entry 1:
The following is a DFT calculation (wB97M-V/def2-TZVPD) of an isolated molecule of C5H10O2.

Last column: Mulliken charge in e.
Geometry (Å):
O1 -0.439 0.459 -1.480  -0.559
O2 1.266 2.094 0.106  -0.516
C1 1.627 -0.285 0.313  -0.650
C2 -0.806 -0.492 -0.500  0.277
C3 0.161 -0.499 0.695  -0.717
C4 -2.242 -0.279 -0.032  -1.375
C5 2.032 1.165 0.243  0.090
H1 -2.554 -1.055 0.677  0.348
H2 -0.137 0.284 1.406  0.322
H3 2.306 -0.783 1.016  0.363
H4 1.845 -0.706 -0.680  0.267
H5 0.058 -1.455 1.222  0.437
H6 3.121 1.360 0.323  0.361
H7 -0.733 -1.461 -1.010  0.290
H8 -0.230 1.288 -1.020  0.398
H9 -2.926 -0.289 -0.886  0.321
H10 -2.332 0.693 0.467  0.344

Its HOMO energy is -10.10 eV. As for the SMILES: C[C@@H](O)CCC=O. As for the HOMO-LUMO gap: 11.0 eV. The value obtained for the energy above the lowest of the compared OMol25 structures with the same formula, charge and spin is 27.5 kcal/mol. The spin multiplicity is 1.

Entry 2:
The following is a DFT calculation (wB97M-V/def2-TZVPD) of a 2-piece molecular cluster, C25H29F9N3O7S overall.

Last column: Mulliken charge in e.
Geometry (Å):
S1 2.102 1.510 1.420  1.238
F1 1.903 4.878 0.804  -0.242
F2 -0.375 5.995 -0.030  -0.274
F3 0.230 1.823 -0.453  -0.229
F4 -1.555 4.063 -0.293  -0.221
F5 0.147 3.696 1.763  -0.228
F6 -0.167 3.513 -2.750  -0.213
F7 2.423 2.640 -0.984  -0.270
F8 -0.610 5.737 -2.590  -0.249
F9 1.536 5.086 -2.220  -0.204
O1 7.424 0.338 1.180  -0.205
O2 7.035 0.987 -1.748  -0.368
O3 4.237 -2.859 -0.814  -0.554
O4 2.768 2.505 2.364  -0.645
O5 -1.088 -2.953 -0.532  -0.544
O6 0.956 0.875 2.168  -0.595
O7 4.693 0.319 3.025  -0.475
N1 -0.244 -2.333 -2.638  -0.546
N2 -6.107 -1.441 1.285  0.245
N3 7.779 0.776 3.722  -0.401
C1 -0.236 4.622 -0.458  0.540
C2 4.792 0.166 1.785  0.131
C3 7.162 -1.662 -1.026  -1.014
C4 7.760 0.340 2.585  0.384
C5 1.996 -0.709 -1.074  -0.340
C6 -4.857 -2.746 -0.374  -0.454
C7 0.188 4.689 -2.005  0.605
C8 1.414 2.520 0.010  0.438
C9 6.111 -0.188 0.968  0.408
C10 6.625 0.229 -3.114  -0.496
C11 0.750 -1.342 -0.272  0.115
C12 -0.236 -2.243 -1.163  0.233
C13 0.850 3.965 0.529  0.645
C14 -5.442 -0.297 2.066  -0.738
C15 -4.438 0.574 1.315  -0.616
C16 3.402 0.291 0.946  -0.033
C17 -7.337 -1.854 2.090  -1.122
C18 7.741 -0.335 -1.975  0.101
C19 3.292 -0.651 -0.141  0.565
C20 4.503 -1.701 -0.405  -0.210
C21 -6.549 -1.066 -0.128  -0.794
C22 -3.033 0.002 1.174  -0.826
C23 -5.199 -2.664 1.109  -0.564
C24 5.973 -1.132 -0.109  0.229
C25 -5.399 -1.486 -1.021  -0.374
H1 -4.623 -0.721 -1.072  0.116
H2 8.069 -2.066 -0.462  0.403
H3 -4.825 0.884 0.342  0.273
H4 -5.746 -3.556 1.418  0.382
H5 6.748 -2.367 -1.821  0.290
H6 -3.020 -1.035 0.843  -0.005
H7 1.207 -2.061 0.516  0.355
H8 -4.996 -0.737 2.964  0.419
H9 -5.728 -1.664 -2.047  0.499
H10 -6.799 -0.005 -0.168  0.329
H11 -7.819 -2.695 1.591  0.457
H12 -4.327 -2.557 1.755  0.319
H13 -0.280 -1.407 -3.091  0.288
H14 0.545 -2.899 -3.001  0.324
H15 -2.468 0.584 0.442  0.191
H16 -4.338 1.510 1.879  0.514
H17 -3.782 -2.854 -0.535  0.144
H18 -2.498 0.059 2.125  0.505
H19 1.765 0.280 -1.613  0.145
H20 5.536 0.376 -2.815  0.184
H21 -6.261 0.354 2.389  0.388
H22 -5.332 -3.629 -0.810  0.402
H23 -7.438 -1.654 -0.368  0.474
H24 -7.008 -2.140 3.091  0.407
H25 -8.019 -1.002 2.133  0.423
H26 8.902 -0.341 -2.293  0.303
H27 7.259 0.922 -3.760  0.341
H28 0.111 -0.590 0.302  -0.096
H29 2.244 -1.462 -1.923  0.395

Its HOMO energy is -12.02 eV. Its charge is +1. As for the HOMO-LUMO gap: 8.0 eV. The spin multiplicity is 1.

Here are the calculated max |F| numbers, same order: 0.50; 8.31 (eV Å⁻¹).